1.
Molecular formula: C7H13N5S
Method: DFT, ωB97M-V with the def2-TZVPD basis set

Element x y z (Å)
S -0.471511 2.393782 -0.658880
N -0.965773 -1.497756 -0.888854
N 1.068000 0.360796 -1.292391
N -2.233029 0.881469 1.441990
N -2.588530 -1.336892 0.687432
N -0.955832 -0.232303 -0.313088
C -1.949370 -2.077837 -0.253723
C 2.069926 -1.411294 0.212839
C 1.777624 -0.911021 -1.212255
C 2.403096 0.760105 1.572134
C 2.997381 -0.564807 1.047859
C -0.086036 0.769104 -0.764727
C -1.969172 -0.167183 0.623454
H -2.223328 -3.095113 -0.497289
H 1.610590 1.155989 -1.676129
H 1.212024 -1.673701 -1.781698
H 2.729203 -0.723011 -1.756881
H 1.107061 -1.572053 0.755055
H 3.313732 -1.152356 1.920714
H -1.992517 1.785774 1.092754
H -3.079228 0.797612 1.956954
H 3.905067 -0.323238 0.488214
H 2.224098 1.505169 0.784994
H 2.503255 -2.431500 0.108670
H 3.078184 1.236683 2.297900
H 1.421484 0.579638 2.049704

Force components x, y, z for each atom (eV/Å):
0.073 -0.304 -0.031
-0.284 0.094 0.230
0.488 1.206 -0.469
0.497 -0.526 -0.438
0.180 0.501 -0.080
-0.103 0.167 0.087
0.309 0.005 -0.226
-0.730 -0.847 -0.187
0.324 -0.670 -0.476
-0.281 -0.009 -0.039
0.225 0.778 0.575
-0.140 0.053 0.104
-0.127 -0.506 0.154
-0.028 0.087 0.096
-0.676 -0.843 0.505
0.392 0.407 0.420
-0.495 -0.203 0.416
0.578 0.163 -0.374
-0.033 0.069 -0.205
0.186 0.483 -0.172
-0.498 -0.127 0.284
0.084 -0.156 -0.056
0.081 -0.258 0.097
-0.212 0.580 -0.055
-0.241 -0.239 -0.117
0.433 0.095 -0.044

- frontier orbital gap (eV) = 9.16
- LUMO energy (eV) = 0.34
- HOMO (eV) = -8.814
- structure (SMILES) = CCCCNC(=S)n1ncnc1N
- strongest force on any atom (eV Å⁻¹) = 1.4



2.
Molecular formula: C32H28ClN4ORuS2
Method: DFT, ωB97M-V with the def2-TZVPD basis set

Element x y z (Å)
Ru -0.655826 -0.712504 -0.517188
Cl 1.423624 6.760325 -0.503982
S 0.019617 -2.908994 -0.930006
S -0.473904 -0.189504 -2.854736
O 1.462672 -0.169337 0.010065
N -2.535647 -1.275619 0.146010
N 0.473847 -1.531324 1.924650
N 2.074059 -0.089768 -1.234730
N -1.563887 1.200703 -0.268712
C -4.213221 -2.810855 0.872384
C 0.801416 0.991846 -3.028092
C 1.007885 -5.729527 1.752464
C 0.608565 -2.974660 1.829335
C 0.642062 -5.040976 0.612450
C -0.567293 -1.115981 2.870015
C -5.667065 0.594773 0.762442
C 0.222323 2.903003 -0.594726
C 2.100330 0.216364 1.212028
C 1.183346 -5.048798 2.955875
C -3.910164 2.064420 0.013798
C 3.089685 2.047216 -2.194835
C 0.317483 4.297207 -0.346751
C 0.919994 1.760892 -4.126372
C -4.758726 -0.483885 0.695641
C -5.248341 1.835511 0.398917
C -1.142949 2.381165 -0.453578
C -2.912585 -2.498194 0.420228
C 1.510061 5.019319 -0.618470
C 1.810961 1.169510 -1.896226
C -2.984103 1.062001 0.001414
C 0.982757 -3.681603 2.975962
C 0.437425 -3.646013 0.610194
C -5.126996 -1.816262 0.999581
C 2.670070 4.426318 -0.964991
C 2.059827 2.653265 -4.348678
C 1.383718 2.268989 -0.936559
C -3.435225 -0.246917 0.288804
C 2.716431 2.938507 -0.945390
C 1.776019 -0.894491 2.210535
C 3.079977 2.767762 -3.500109
C 3.244471 -0.894492 -1.432346
H 3.172081 0.331409 1.050266
H 1.684350 1.173804 1.540204
H 2.081313 3.218565 -5.274476
H -1.455455 -1.727111 2.719607
H -0.836931 -0.071213 2.694913
H -0.559250 4.850981 -0.033163
H 4.148453 -0.542469 -0.908292
H 3.556837 5.009001 -1.179868
H -2.162373 -3.263533 0.265640
H 3.013406 -1.912648 -1.116199
H 0.509993 -5.569206 -0.325463
H -6.687728 0.416577 1.080706
H -5.940970 2.667109 0.410226
H 1.162523 -6.802487 1.707117
H 3.346756 2.612721 -0.100394
H 3.448367 -0.913300 -2.503757
H 2.554815 -1.651354 2.157810
H -6.142734 -2.023433 1.319031
H -1.869414 3.186524 -0.393600
H -3.647042 3.070191 -0.279563
H 3.936980 3.392651 -3.731645
H -0.257104 -1.220203 3.917478
H 1.781796 -0.477781 3.222343
H 0.169776 1.674841 -4.904588
H 1.475771 -5.573558 3.857539
H 1.125394 -3.134872 3.904993
H 4.033079 1.519533 -2.050388
H -4.465381 -3.840131 1.087209

Force components x, y, z for each atom (eV/Å):
0.893 0.354 1.910
-0.015 -0.102 -0.004
0.290 -0.142 -0.127
-0.585 -0.235 0.389
-0.175 -0.760 -1.115
-0.207 0.406 -1.357
-0.453 0.040 -0.176
0.506 0.362 -0.070
-0.442 -1.015 0.056
0.151 -0.095 0.052
0.086 0.014 0.276
-0.014 0.014 -0.055
-0.011 -0.108 0.096
0.012 -0.025 0.114
0.032 0.020 0.047
-0.026 -0.186 0.026
-0.158 0.065 0.089
-0.250 0.227 0.161
-0.010 0.034 -0.006
-0.258 0.397 -0.029
-0.076 0.158 -0.066
-0.050 0.126 0.077
0.159 0.098 -0.124
-0.007 -0.007 0.045
0.102 0.216 -0.080
0.233 0.997 -0.057
-0.093 -0.326 0.229
-0.072 0.039 0.064
-0.277 -0.042 -0.067
0.356 -0.221 -0.099
-0.070 0.035 0.031
0.027 0.081 -0.027
-0.201 0.032 0.033
0.097 -0.116 -0.008
-0.265 -0.175 -0.084
0.145 -0.051 -0.230
0.199 -0.235 0.100
0.115 0.037 -0.080
-0.010 0.065 -0.126
0.058 0.027 0.176
-0.010 0.087 0.173
0.035 -0.049 0.049
0.017 0.082 -0.059
-0.020 -0.057 0.006
-0.006 0.023 -0.037
0.058 0.000 0.019
0.074 -0.018 -0.029
-0.004 -0.006 -0.033
-0.044 -0.015 -0.007
-0.063 -0.041 -0.075
-0.021 0.000 -0.024
0.011 0.021 0.049
0.050 -0.015 -0.027
0.047 0.009 -0.018
-0.017 0.070 -0.011
-0.030 -0.032 0.005
0.001 0.010 0.032
-0.019 -0.092 -0.032
0.050 0.017 -0.016
0.135 0.098 -0.037
-0.054 0.014 0.077
-0.067 -0.021 -0.002
0.014 -0.039 0.034
0.054 -0.045 0.065
0.051 0.056 0.022
-0.022 0.018 -0.050
-0.009 -0.030 -0.066
0.008 -0.062 0.019
0.046 0.012 -0.007

- frontier orbital gap (spin up / spin down) (eV) = 5.40 / 5.49
- 2S+1 = 2
- LUMO energy (spin up / spin down) (eV) = -0.97 / -0.89
- HOMO (spin up / spin down) (eV) = -6.367 / -6.378
- strongest force on any atom (eV Å⁻¹) = 2.1



3.
Molecular formula: C4H10N
Method: DFT, ωB97M-V with the def2-TZVPD basis set

Element x y z (Å)
N 0.838702 -1.088119 -0.393345
C 1.308656 -1.015977 0.957863
C 2.486619 -0.036934 0.965737
C 2.142216 0.843976 -0.237972
C 1.650282 -0.254015 -1.207639
H 2.978936 1.433203 -0.593621
H 2.583887 0.515498 1.902164
H 2.509856 -0.838055 -1.611770
H 3.428474 -0.564947 0.763187
H -12.227056 1.427003 -0.539409
H 1.084580 0.107170 -2.084556
H -12.168461 0.713493 -0.790803
H 0.478605 -0.689017 1.610720
H 1.625844 -2.022125 1.277212
H 1.278856 1.468848 -0.017765

Force components x, y, z for each atom (eV/Å):
1.050 -0.393 0.245
1.238 0.967 -1.172
0.060 0.406 0.088
0.343 -0.558 0.484
-1.380 1.060 0.364
-0.056 0.043 -0.242
-0.016 -0.146 -0.121
-0.168 -0.339 0.269
-0.171 0.035 0.194
0.047 -0.572 -0.202
0.107 -0.580 0.097
-0.047 0.572 0.202
-0.295 -0.413 -0.160
-0.828 -0.409 -0.018
0.116 0.327 -0.028

- frontier orbital gap (eV) = 6.68
- LUMO energy (eV) = -8.71
- HOMO (eV) = -15.398
- strongest force on any atom (eV Å⁻¹) = 2.0
- net charge = +1



4.
Molecular formula: H15NO6
Method: DFT, ωB97M-V with the def2-TZVPD basis set

Element x y z (Å)
O -0.455602 -2.589545 -1.130889
O 0.311143 -0.204218 -2.534984
O -1.003035 -2.093253 1.642276
O -1.051316 2.210556 -1.890680
O -0.983611 2.552999 0.987588
O 0.017850 0.401198 2.428938
N 2.520629 0.143283 0.463794
H -1.915770 2.089182 -2.296088
H 1.588404 0.197225 0.858352
H -0.854460 -3.388492 -1.487202
H 1.272751 -0.180146 -2.496858
H -0.369947 1.246710 2.089048
H -0.964967 -2.338538 -0.342398
H 2.548170 0.798113 -0.304186
H 0.070493 0.674259 3.365442
H -1.465410 1.925862 0.428056
H -0.471831 -2.728187 2.130310
H 0.094662 -1.059394 -2.118000
H 2.741762 -0.783250 0.140240
H -0.440572 3.016623 0.338624
H -0.567755 -1.228336 1.754165
H -0.621598 1.337352 -2.025550

Force components x, y, z for each atom (eV/Å):
0.020 0.180 -0.255
0.108 -0.212 0.120
-0.143 0.059 -0.338
-0.030 -0.577 0.100
-0.109 -0.266 0.062
-0.431 1.389 0.841
-0.001 0.539 0.181
0.000 0.183 -0.039
0.122 -0.299 0.104
-0.057 0.083 0.057
-0.022 0.160 -0.043
0.293 -0.501 -0.603
0.191 -0.254 0.249
0.151 -0.068 -0.157
0.251 -0.814 -0.359
0.017 0.305 -0.086
0.063 0.070 -0.038
-0.215 -0.007 0.034
-0.183 -0.165 -0.116
-0.039 -0.006 0.002
-0.088 -0.094 0.390
0.100 0.295 -0.105

- frontier orbital gap (eV) = 10.22
- LUMO energy (eV) = 0.49
- HOMO (eV) = -9.727
- structure (SMILES) = N.O.O.O.O.O.O
- strongest force on any atom (eV Å⁻¹) = 1.7



ΔE to the lowest compared entry with this formula, charge and spin values, unit eV, following the record order: 0.000, 5.208, 5.138, 0.288.